The following is a DFT calculation (ωB97M-V/def2-TZVPD) of a molecular structure, C38H61N12O3PSV at a distorted geometry.

```
117
Properties=species:S:1:pos:R:3:forces:R:3
V -0.326 -0.322 -1.548 0.161 3.357 -1.364
S -2.243 -0.289 -2.697 -0.618 -0.251 -0.467
P -1.048 3.261 -0.353 -0.425 2.320 0.590
O 1.964 -0.490 -4.885 -0.290 -0.035 0.059
O -0.702 1.886 -0.707 0.284 -1.235 -0.309
O -1.126 -4.195 0.233 -0.437 -0.268 0.013
N 0.742 1.329 1.933 -0.191 -0.085 0.187
N -2.677 -1.041 1.629 0.669 0.709 -0.119
N -1.636 -0.479 1.102 -0.674 -0.385 0.497
N -1.381 -0.985 -0.110 -2.052 -1.598 2.738
N -3.110 -1.953 0.750 1.206 0.366 -1.033
N 2.107 -0.827 0.569 -0.131 -0.022 -0.318
N 1.032 0.379 -2.974 -0.121 -0.029 0.536
N 0.181 4.416 -0.423 -0.760 -0.885 -0.405
N -2.295 3.873 -1.305 0.596 -0.377 0.458
N 1.064 -3.491 0.322 0.166 0.477 -0.421
N 0.259 -2.008 -2.154 0.835 -1.180 0.087
N -1.492 3.440 1.262 0.051 -0.083 -0.790
C -3.098 2.973 -2.100 0.112 -0.277 -0.257
C 1.502 1.645 -3.305 0.502 0.844 -0.371
C 0.391 -4.241 -3.880 0.031 0.078 -0.067
C 1.351 1.226 3.246 0.218 0.025 0.155
C 1.414 3.863 0.108 0.201 0.080 0.322
C 3.380 -5.159 2.546 0.126 -0.094 0.195
C -0.150 -2.756 2.920 0.047 0.000 -0.114
C -5.501 -1.438 2.534 -0.071 -0.142 0.003
C 0.820 -2.989 -4.293 -0.048 0.088 0.049
C 1.284 -0.597 -3.843 0.721 -0.199 -0.713
C 2.791 2.049 -2.905 -0.244 -0.205 0.017
C 0.346 5.303 -1.548 0.059 0.260 -0.134
C 2.502 4.167 -4.017 0.038 0.026 -0.212
C 1.793 -3.998 3.907 0.131 -0.109 0.233
C 3.352 -0.965 1.310 0.307 0.422 0.164
C 1.237 3.772 -4.422 0.282 0.219 -0.047
C -2.306 -1.911 -0.322 -0.458 0.076 0.316
C -2.937 5.119 -0.978 0.113 -0.026 0.083
C 0.753 -1.919 -3.423 0.400 -0.232 -0.932
C -4.852 -2.800 2.307 0.152 0.202 -0.119
C 0.010 -4.362 -2.543 -0.230 0.196 0.119
C 1.544 -3.964 1.507 0.124 -0.332 0.694
C 3.497 0.130 2.384 0.014 -0.400 -0.026
C -0.615 2.116 -4.594 0.050 -0.077 0.153
C -0.003 -3.263 -1.704 -0.399 -1.059 -0.133
C -1.250 4.590 2.081 0.108 0.045 0.024
C -4.213 -2.858 0.919 -0.610 -0.525 0.107
C 1.085 -3.593 2.789 -0.184 -0.022 -0.287
C 2.933 -4.779 3.802 0.083 0.004 0.215
C 3.268 3.300 -3.259 0.140 0.221 -0.067
C 2.384 0.102 3.440 -0.060 0.354 -0.154
C -3.830 -3.117 3.393 -0.148 -0.070 -0.051
C -2.469 2.516 1.769 -0.096 -0.121 -0.109
C -0.112 -3.634 -0.231 0.438 -0.335 0.097
C 3.657 1.112 -2.113 -0.082 -0.031 -0.091
C 3.179 -5.157 0.042 0.024 0.046 0.093
C 2.705 -4.767 1.410 -0.073 0.005 -0.163
C 0.728 2.529 -4.085 -0.042 -0.171 0.107
H 4.671 1.503 -2.015 -0.009 0.044 0.029
H 4.265 3.595 -2.949 0.045 -0.016 0.031
H -0.247 -5.327 -2.127 -0.022 0.002 0.111
H -0.938 -3.184 2.302 -0.089 0.022 -0.028
H -0.523 5.225 1.582 -0.021 0.119 0.128
H 4.469 -0.007 2.871 0.045 0.074 -0.045
H -0.171 0.883 1.902 0.153 0.030 0.035
H -2.171 5.165 2.268 0.024 -0.007 0.005
H -3.112 -2.307 3.465 0.071 -0.026 0.137
H -5.632 -3.573 2.313 0.084 0.050 -0.069
H -4.965 -2.619 0.154 0.134 -0.051 0.101
H 1.999 4.651 0.592 0.045 0.024 0.057
H 0.026 -1.741 2.559 -0.053 0.058 -0.012
H 4.224 -0.891 0.644 -0.099 -0.136 0.039
H -5.987 -1.405 3.507 -0.093 0.039 0.150
H 3.391 -1.943 1.805 0.005 0.056 -0.099
H -2.500 1.652 1.109 -0.176 -0.022 0.149
H -4.739 -0.664 2.490 -0.101 0.090 0.091
H 1.579 -1.705 0.568 0.189 0.140 -0.213
H -3.177 3.347 -3.124 -0.060 -0.017 -0.108
H -4.318 -3.246 4.356 -0.098 -0.017 0.165
H 3.241 -4.269 -0.586 -0.005 0.000 -0.129
H 1.893 -0.870 3.417 -0.082 -0.135 0.054
H -0.546 5.291 -2.170 -0.012 0.076 -0.071
H 3.705 0.142 -2.608 -0.009 -0.091 0.047
H 2.261 -0.603 -0.409 0.176 -0.202 0.031
H 1.211 -2.808 -5.285 0.025 0.093 0.024
H -6.247 -1.235 1.767 -0.113 0.066 -0.062
H 2.823 0.230 4.435 -0.061 -0.080 0.037
H -3.822 -3.863 0.721 -0.003 0.117 -0.004
H -3.106 5.707 -1.889 0.034 0.024 0.044
H -3.917 4.956 -0.506 0.047 0.002 0.048
H 1.191 5.003 -2.173 -0.102 0.021 0.106
H -1.232 2.988 -4.820 -0.008 0.061 -0.045
H 0.390 -5.093 -4.548 0.024 -0.015 0.007
H 3.504 1.107 1.895 0.112 0.104 -0.065
H 0.520 6.328 -1.191 0.005 0.000 -0.059
H 1.872 2.180 3.443 -0.026 -0.099 0.214
H -4.107 2.871 -1.688 -0.065 0.021 0.095
H 4.150 -5.651 0.084 0.063 -0.055 0.039
H 1.446 -3.685 4.886 -0.048 -0.016 0.031
H -1.128 1.477 -3.871 -0.081 -0.004 -0.154
H -0.843 4.277 3.050 0.007 0.019 0.053
H 4.279 -5.761 2.453 -0.007 -0.029 -0.029
H -0.494 -2.704 3.955 0.063 0.027 0.018
H -0.496 1.528 -5.505 -0.039 -0.107 -0.062
H -2.187 2.174 2.768 0.022 -0.109 0.075
H 1.145 3.091 0.836 0.322 0.049 0.122
H 0.635 4.448 -5.020 -0.065 -0.034 -0.020
H 2.462 -5.828 -0.430 -0.031 0.000 -0.133
H 2.886 5.138 -4.305 0.036 0.048 0.036
H 2.022 3.407 -0.679 -0.004 -0.002 -0.056
H -3.292 -4.028 3.151 0.150 -0.173 0.028
H 1.292 0.797 1.254 -0.136 -0.024 0.151
H 3.242 0.968 -1.114 0.064 -0.020 0.067
H -2.408 -2.530 -1.190 0.006 0.022 -0.055
H -2.311 5.694 -0.299 -0.016 0.167 0.045
H -2.642 1.973 -2.128 -0.159 0.091 -0.143
H 3.470 -5.091 4.689 0.017 0.029 0.045
H -3.468 2.972 1.831 -0.038 0.002 0.011
H 0.573 1.113 4.011 0.022 0.143 -0.037
```
Forces are in eV/Å.

Gap between HOMO and LUMO (spin up / spin down), eV: 3.9 / 5.2
Largest force on an atom, eV Å⁻¹: 3.78
Charge: -2
2S+1: 4
E, eV: -110234.9033